Model one:
C3H11NO3S | ωB97M-V/def2-TZVPD

As for the HOMO energy: -0.003 Eh. Its total charge is -2. The value obtained for the gap between HOMO and LUMO is 5.9898 eV.

Cartesian coordinates (Å):
1 C 2.18 -0.32 0.45
2 C 3.30 0.30 -0.37
3 S 4.78 -0.78 -0.50
4 N 1.07 0.64 0.76
5 C 0.05 0.71 -0.30
6 O -0.77 -0.42 -0.40
7 H 2.64 -0.60 1.41
8 H 1.77 -1.20 -0.05
9 H 2.93 0.53 -1.37
10 H 3.61 1.22 0.12
11 H 0.58 0.21 1.54
12 H -0.57 1.58 -0.07
13 H 0.56 0.89 -1.24
14 H -4.65 -1.84 -1.00
15 H -4.35 -0.65 -0.08
16 O -5.11 -1.14 -0.53
17 H -1.71 -0.14 -0.04
18 H -3.22 0.79 1.20
19 O -3.09 0.21 0.45

---

Model two:
C3H11NO3S | ωB97M-V/def2-TZVPD

As for the HOMO energy: 0.002 Eh. Its total charge is -2. The value obtained for the gap between HOMO and LUMO is 5.9592 eV.

Cartesian coordinates (Å):
1 C 0.48 -1.31 -0.21
2 C -0.38 -2.38 0.47
3 S 0.66 -3.62 1.48
4 N -0.28 -0.19 -0.78
5 C 0.69 0.82 -1.37
6 O 0.26 2.12 -1.23
7 H 1.21 -1.02 0.58
8 H 1.08 -1.82 -0.97
9 H -0.87 -3.11 -0.17
10 H -1.01 -2.03 1.28
11 H -0.81 0.26 -0.05
12 H 0.79 0.54 -2.42
13 H 1.68 0.69 -0.90
14 H -1.72 3.90 -0.30
15 H -0.99 3.33 -1.57
16 O -1.48 4.11 -1.22
17 H -0.14 2.32 0.26
18 H -0.22 1.75 1.71
19 O -0.42 2.58 1.24

---

Model three:
C3H11NO3S | ωB97M-V/def2-TZVPD

As for the HOMO energy: 0.002 Eh. Its total charge is -2. The value obtained for the gap between HOMO and LUMO is 5.9083 eV.

Cartesian coordinates (Å):
1 C 1.61 0.27 -0.01
2 C 2.44 -0.60 0.94
3 S 4.08 0.09 1.42
4 N 0.73 -0.52 -0.91
5 C -0.46 0.25 -1.34
6 O -1.52 0.22 -0.46
7 H 1.01 0.98 0.57
8 H 2.33 0.76 -0.66
9 H 2.60 -1.54 0.39
10 H 1.93 -0.86 1.87
11 H 0.37 -1.35 -0.46
12 H -0.75 -0.15 -2.33
13 H -0.13 1.29 -1.52
14 H -4.17 0.96 -0.59
15 H -2.82 0.32 -1.06
16 O -3.87 0.41 -1.32
17 H -1.50 -0.25 1.14
18 H -0.49 0.04 2.19
19 O -1.39 -0.30 2.14

---

Model four:
C3H11NO3S | ωB97M-V/def2-TZVPD

As for the HOMO energy: 0.005 Eh. Its total charge is -2. The value obtained for the gap between HOMO and LUMO is 5.8207 eV.

Cartesian coordinates (Å):
1 C -0.66 -0.12 -0.22
2 O -0.34 -0.38 -1.55
3 C 0.52 0.36 0.66
4 C 0.39 1.80 1.21
5 S -0.82 2.10 2.53
6 N 0.85 -0.61 1.74
7 H -1.48 0.61 -0.10
8 H -1.12 -0.99 0.29
9 H 1.44 0.38 0.07
10 H 0.11 2.43 0.36
11 H 1.42 2.06 1.48
12 H 0.06 -1.23 1.87
13 H 0.90 -0.13 2.64
14 H 0.75 -1.89 -3.09
15 H 1.22 -0.60 -3.50
16 O 1.31 -1.52 -3.81
17 H -1.24 -3.01 -1.57
18 H -0.31 -1.64 -1.62
19 O -0.36 -2.80 -1.90

---

Which is most stable? The ranking, best first, is model one, model three, model two, model four.

---

Model one:
C5H13NO2 | ωB97M-V/def2-TZVPD

Its spin multiplicity is 2. As for the HOMO energy (spin up / spin down): -0.531 / -0.531 Eh. Its total charge is +1. The value obtained for the gap between HOMO and LUMO (spin up / spin down) is 7.8225 / 7.6477 eV. The expectation value of S² is 0.76.

Cartesian coordinates (Å):
1 N 1.46 -0.28 0.95
2 C 0.09 0.10 1.09
3 C -0.37 1.55 0.84
4 C -3.23 -1.91 0.61
5 C -2.27 -0.75 0.45
6 C -0.91 -0.83 0.99
7 H 1.65 -0.39 -0.03
8 H 1.43 -1.17 1.46
9 H -1.37 1.71 1.22
10 H -0.41 1.83 -0.17
11 H -2.60 -2.80 0.77
12 H -3.80 -1.93 1.58
13 H -4.03 -1.75 -0.25
14 H -2.75 0.19 0.65
15 H -0.70 -1.93 0.93
16 H 0.93 1.01 -3.29
17 H 3.75 0.90 -2.13
18 O 3.20 0.52 -1.41
19 H 2.13 0.61 -2.03
20 H 0.28 2.22 1.48
21 O 1.22 1.29 -2.43

---

Model two:
C5H13NO2 | ωB97M-V/def2-TZVPD

Its spin multiplicity is 2. As for the HOMO energy (spin up / spin down): -0.519 / -0.519 Eh. Its total charge is +1. The value obtained for the gap between HOMO and LUMO (spin up / spin down) is 9.9420 / 5.1188 eV. The expectation value of S² is 0.76.

Cartesian coordinates (Å):
1 C -0.44 1.41 2.29
2 N 0.64 1.27 1.34
3 C 0.46 0.56 0.13
4 C -0.10 -0.90 0.25
5 C 1.16 -1.80 0.23
6 C -1.04 -1.13 -0.95
7 O 0.88 0.99 -0.90
8 H -1.14 2.17 1.93
9 H -0.86 0.45 2.58
10 H -0.07 1.81 3.25
11 H 1.57 1.64 1.57
12 H -0.62 -1.02 1.20
13 H 1.73 -1.52 -0.65
14 H 0.84 -2.84 0.29
15 H 1.78 -1.61 1.10
16 H -1.62 -2.04 -0.78
17 H -1.79 -0.34 -1.01
18 H -0.45 -1.14 -1.88
19 H -0.43 1.89 -3.84
20 H 0.12 1.08 -2.77
21 O -0.61 1.05 -3.39

---

Model three:
C5H13NO2 | ωB97M-V/def2-TZVPD

Its spin multiplicity is 2. As for the HOMO energy (spin up / spin down): -0.534 / -0.531 Eh. Its total charge is +1. The value obtained for the gap between HOMO and LUMO (spin up / spin down) is 10.6848 / 5.9448 eV. The expectation value of S² is 0.77.

Cartesian coordinates (Å):
1 C 1.04 1.12 -0.42
2 C 0.58 2.48 -0.02
3 C -0.02 0.06 -0.53
4 N -0.82 -0.45 0.52
5 C -1.85 -1.49 0.15
6 C -0.36 -0.38 1.87
7 O -0.29 -0.52 -1.57
8 H 1.46 1.30 -1.41
9 H 1.93 0.75 0.22
10 H 0.49 3.18 -0.89
11 H 1.37 3.10 0.53
12 H -0.34 2.63 0.69
13 H -1.81 -2.41 0.76
14 H -1.83 -1.85 -0.82
15 H -2.94 -1.01 0.41
16 H 0.34 -1.25 2.22
17 H -1.29 -0.11 2.50
18 H 0.25 0.49 2.01
19 H 1.41 -1.09 -2.24
20 H 0.92 -2.58 -1.96
21 O 1.78 -1.96 -2.02

---

Which is most stable? The ranking, best first, is model two, model three, model one.

---

Model one:
HIP2S | ωB97M-V/def2-TZVPD

As for the HOMO energy: -0.318 Eh. The value obtained for the gap between HOMO and LUMO is 6.8759 eV. As for the SMILES: S=P#[PH]I.

Cartesian coordinates (Å):
1 P 0.49 0.87 -0.78
2 P -0.83 -0.47 0.44
3 S -0.26 1.08 -2.46
4 I 1.04 -1.91 1.40
5 H -0.45 0.43 1.41

---

Model two:
HIP2S | ωB97M-V/def2-TZVPD

As for the HOMO energy: -0.323 Eh. The value obtained for the gap between HOMO and LUMO is 6.9891 eV. As for the SMILES: S=P#[PH]I.

Cartesian coordinates (Å):
1 P 1.87 -1.57 0.10
2 P -0.33 -1.25 0.03
3 S 2.43 -1.30 -1.73
4 I -0.82 -1.41 2.39
5 H -0.12 0.14 0.03

---

Which is most stable? The ranking, best first, is model two, model one.

---

Model one:
C4H34NO16 | ωB97M-V/def2-TZVPD

As for the HOMO energy: -0.210 Eh. Its total charge is -1. The value obtained for the gap between HOMO and LUMO is 8.1324 eV.

Cartesian coordinates (Å):
1 O 3.30 -1.40 0.82
2 C 2.14 -0.98 0.89
3 O 1.40 -0.68 1.86
4 C 1.64 -0.40 -0.56
5 C 1.48 -1.69 -1.42
6 C 1.04 -1.43 -2.91
7 O -0.36 -1.56 -3.09
8 N 0.43 0.37 -0.41
9 H 2.45 0.21 -1.01
10 H 0.81 -2.33 -0.88
11 H 2.46 -2.21 -1.52
12 H 1.35 -2.39 -3.32
13 H 1.32 -0.46 -3.26
14 H -0.86 -0.76 -2.81
15 H -0.16 0.13 -1.19
16 H -0.15 0.25 0.39
17 H 1.92 1.77 3.76
18 H 2.93 0.65 3.33
19 O 2.82 1.59 3.49
20 H 0.38 2.29 1.70
21 H -0.42 3.35 1.07
22 O -0.41 2.83 1.89
23 H -1.91 1.46 -1.83
24 H -0.59 1.48 -2.59
25 O -1.51 1.18 -2.71
26 H 3.47 0.81 -1.96
27 H 4.07 2.10 -1.37
28 O 3.66 1.74 -2.16
29 H 0.00 -4.22 2.25
30 H -0.72 -3.86 1.09
31 O -0.30 -4.67 1.44
32 H -2.70 -2.26 -0.35
33 H -1.23 -2.12 -0.78
34 O -1.83 -2.07 0.02
35 H -3.33 -0.02 -2.24
36 H -3.32 -0.50 -3.73
37 O -3.66 -0.68 -2.85
38 H 2.59 1.99 0.71
39 H 2.64 3.48 1.35
40 O 2.39 2.93 0.61
41 H -2.12 -1.82 3.34
42 H -2.53 -1.07 4.51
43 O -2.93 -1.33 3.66
44 H 2.05 2.35 -2.49
45 H 1.01 2.78 -1.67
46 O 1.08 2.48 -2.59
47 H -2.95 1.30 2.49
48 H -3.31 -0.14 2.37
49 O -3.49 0.72 1.94
50 H -2.57 1.21 0.18
51 H -2.90 2.63 0.18
52 O -2.50 1.96 -0.42
53 H -0.08 -1.31 2.55
54 H -1.23 -1.68 1.72
55 O -0.79 -2.04 2.53

---

Model two:
C4H34NO16 | ωB97M-V/def2-TZVPD

As for the HOMO energy: -0.247 Eh. Its total charge is -1. The value obtained for the gap between HOMO and LUMO is 8.9972 eV.

Cartesian coordinates (Å):
1 C 1.15 1.37 1.08
2 C -0.06 1.84 0.19
3 C -1.06 0.74 0.10
4 O -2.11 1.21 -0.81
5 N 2.05 0.74 0.12
6 C 3.33 0.31 0.39
7 O 3.58 0.31 1.69
8 O 4.11 0.14 -0.51
9 H 1.65 2.24 1.61
10 H 0.66 0.53 1.82
11 H -0.49 2.67 0.73
12 H 0.27 2.22 -0.90
13 H -1.49 0.28 1.10
14 H -0.70 -0.09 -0.61
15 H 1.96 1.00 -0.90
16 H 2.95 -0.18 2.21
17 H -1.97 1.53 -3.17
18 H -1.39 2.85 -2.64
19 O -1.33 2.21 -3.29
20 H 1.74 -2.26 -0.33
21 H 2.66 -3.29 -0.65
22 O 1.84 -3.13 -0.21
23 H -2.75 1.59 -0.16
24 H -3.17 0.11 2.04
25 O -3.12 0.56 2.86
26 H -0.20 -2.67 -2.70
27 H -0.80 -1.53 -3.48
28 O -0.20 -2.21 -3.54
29 H -1.55 -2.11 0.58
30 H -2.81 -2.27 1.36
31 O -2.48 -2.30 0.50
32 H -0.41 -1.01 3.64
33 H -2.07 0.41 2.99
34 O -0.67 -0.36 3.05
35 H -3.17 -0.45 -3.34
36 H -2.52 -0.93 -1.90
37 O -2.39 -0.79 -2.87
38 H 0.29 1.21 -3.38
39 H 0.63 2.55 -3.33
40 O 0.89 1.76 -2.95
41 H 0.98 -1.57 2.13
42 H 2.33 -2.17 2.39
43 O 1.77 -1.48 2.71
44 H 2.33 2.43 -2.10
45 H 3.22 2.74 -0.90
46 O 2.67 3.19 -1.56
47 H 0.43 -1.07 0.64
48 H -0.36 -1.19 1.89
49 O -0.06 -1.70 1.06
50 H -0.36 1.25 3.57
51 H -0.62 2.61 2.97
52 O -0.10 2.17 3.54
53 H -0.47 -3.40 -0.41
54 H -1.73 -3.10 -1.17
55 O -0.90 -3.51 -1.20

---

Which is most stable? The ranking, best first, is model one, model two.